No. 1
The following is a quantum chemistry calculation of C57H49GeN4O2P2S2Tl as an isolated structure in a non-equilibrium geometry, from OMol25.

Geometry as XYZ:
```
118
Properties=species:S:1:pos:R:3:mulliken_spin:R:1
Tl 12.5136 -2.0326 21.6644 0.275
C 11.8695 1.3816 20.1673 0.004
P 11.6644 -0.1308 19.0445 0.004
C 12.9664 0.2874 17.8807 -0.008
C 12.9297 1.3187 16.9182 0.001
C 14.0069 1.5283 16.0584 0.000
C 15.1520 0.7892 16.1397 0.000
C 15.2032 -0.2865 17.0251 0.004
C 14.1107 -0.5387 17.8593 -0.004
C 10.1377 0.3217 18.1388 -0.011
C 9.1706 1.0672 18.8322 -0.002
C 7.8992 1.2504 18.2693 0.000
C 7.5723 0.8677 16.9833 0.000
C 8.4705 0.0715 16.3481 0.000
C 9.7286 -0.1619 16.9172 0.003
C 13.2122 1.3264 20.8844 0.007
C 14.2153 2.2567 20.8395 0.001
C 15.3569 1.6541 21.4968 0.003
C 14.9146 0.3919 21.8654 -0.022
C 15.7256 -0.7877 22.3565 0.043
P 16.2209 -1.7982 20.8639 -0.005
C 16.4062 -3.4580 21.6182 -0.016
C 16.5489 -4.4755 20.6475 0.006
C 16.4258 -5.8287 21.0434 -0.001
C 16.1278 -6.1132 22.3528 0.001
C 15.9735 -5.1030 23.2441 -0.013
C 16.1646 -3.7895 22.9499 0.041
C 17.9149 -1.1569 20.7751 0.009
C 18.8893 -1.4963 21.7157 -0.001
C 20.0922 -0.8188 21.7230 0.000
C 20.3922 0.1354 20.7958 0.000
C 19.4555 0.4559 19.8313 0.000
C 18.2188 -0.1908 19.7914 0.001
N 13.6172 0.1543 21.5283 0.067
H 11.0386 1.3193 20.8692 0.001
H 11.8135 2.2675 19.5661 0.000
H 12.0176 1.9166 16.8521 0.000
H 13.8689 2.3146 15.3578 0.000
H 15.9085 1.1523 15.4428 0.000
H 16.0130 -1.0202 17.2162 0.000
H 14.2842 -1.2734 18.6395 0.015
H 9.3861 1.2852 19.8644 0.000
H 7.1239 1.6796 18.9096 0.000
H 6.6140 0.9876 16.5401 0.000
H 8.2560 -0.2415 15.3423 0.000
H 10.3855 -0.7586 16.3295 0.001
H 14.1140 3.3366 20.5380 0.000
H 16.3305 2.0809 21.7001 0.000
H 15.0726 -1.2910 23.0942 -0.001
H 16.6465 -0.7008 22.9008 -0.004
H 16.7271 -4.2283 19.5889 -0.001
H 16.6282 -6.6116 20.3398 0.000
H 15.9923 -7.1353 22.6920 0.000
H 15.6923 -5.4150 24.2312 0.000
H 15.9462 -3.0576 23.6855 0.008
H 18.6336 -2.1865 22.4976 -0.001
H 20.8509 -1.0167 22.4617 0.000
H 21.3225 0.7212 20.8406 0.000
H 19.6639 1.2143 19.1352 0.000
H 17.4548 0.0168 19.0354 -0.001
N 11.1328 -5.8064 29.1467 0.000
C 11.4296 -4.6887 28.3388 0.000
C 11.5049 -4.9323 26.9462 0.000
C 11.8448 -3.8506 26.1214 -0.013
C 12.0367 -2.5757 26.7222 0.000
C 11.8964 -2.3833 28.0597 0.000
C 11.7470 -3.4851 28.9077 0.000
S 12.6456 -1.2968 25.5899 0.011
O 13.9889 -1.7658 25.2537 0.002
O 12.5209 -0.0804 26.3458 0.000
N 11.8118 -1.3302 24.2677 -0.008
C 10.7676 -0.5700 23.9611 0.019
S 9.8655 0.5065 25.0325 -0.001
C 8.7368 0.8782 23.7616 0.002
C 9.1272 0.2067 22.6749 0.002
N 10.1948 -0.6203 22.7642 -0.018
H 10.8929 -6.5863 28.5608 0.000
H 10.5330 -5.7008 29.9258 0.000
H 11.2602 -5.9140 26.5341 0.000
H 11.9461 -3.8766 25.0510 0.013
H 12.1518 -1.3785 28.4031 0.000
H 11.7806 -3.4380 30.0243 0.000
H 7.9658 1.5805 23.8643 0.000
H 8.6543 0.2776 21.6825 0.000
C 10.8469 -7.7939 23.0810 0.018
C 10.2027 -6.6487 23.5961 -0.006
C 10.1164 -5.4582 22.8231 0.059
C 10.6400 -5.4334 21.5365 0.103
C 11.2696 -6.5774 21.0630 -0.003
C 11.4002 -7.7547 21.8023 -0.012
Ge 10.4389 -3.7809 20.5480 0.148
C 11.2688 -3.7831 18.8106 0.201
C 10.5811 -3.2923 17.7138 -0.016
C 11.1818 -3.1688 16.5144 -0.004
C 12.4597 -3.6828 16.3067 0.027
C 13.2082 -4.1203 17.3672 -0.016
C 12.5669 -4.2942 18.5998 0.065
C 8.4657 -3.5166 20.4951 0.047
C 7.4518 -4.5059 20.5357 0.003
C 6.1087 -4.2118 20.1829 -0.003
C 5.7204 -2.9549 19.8086 0.010
C 6.7260 -1.9761 19.7670 0.010
C 8.0373 -2.2542 20.0922 -0.028
H 10.9327 -8.7276 23.6283 0.002
H 9.8018 -6.6285 24.5867 0.000
H 9.5706 -4.6389 23.2367 -0.012
H 11.7677 -6.5604 20.1323 0.002
H 11.9111 -8.6016 21.3737 0.000
H 9.5071 -3.0440 17.7711 -0.003
H 10.5668 -2.8605 15.7258 0.001
H 12.7922 -3.6553 15.2582 0.001
H 14.1991 -4.4632 17.3127 0.000
H 13.1334 -4.5790 19.5212 0.010
H 7.6847 -5.5263 20.9029 0.003
H 5.3680 -5.0465 20.3137 0.000
H 4.6992 -2.7440 19.5769 0.001
H 6.4246 -0.9902 19.4088 0.001
H 8.7802 -1.4818 19.9132 -0.028
```

As for the spin multiplicity: 2. The charge is -1. The expectation value of S² is 0.76. The energy above the lowest of the compared OMol25 structures with the same formula, charge and spin is 0.0 kcal per mole. For the HOMO energy (spin up / spin down), the calculation gives -4.1 / -4.3 eV. As for the gap between HOMO and LUMO (spin up / spin down): 6.397 / 5.659 eV.

No. 2
The following is a quantum chemistry calculation of C57H49KNO8P3S2 as an isolated structure in a non-equilibrium geometry, from OMol25.

Geometry as XYZ:
```
121
Properties=species:S:1:pos:R:3:lowdin_charge:R:1
K -0.2282 -0.8672 0.2246 0.741
O -1.6824 -2.8878 3.4082 0.127
C -2.0248 -2.1745 2.3698 -0.463
O -1.7970 -0.9860 2.2657 -0.050
C -2.6321 -2.8340 1.1761 -0.172
C -3.9702 -3.1115 0.9535 -0.006
C -4.3583 -3.3896 -0.3551 -0.055
C -3.4152 -3.3496 -1.3690 0.009
C -2.0892 -3.0771 -1.0387 -0.159
N -1.7217 -2.8519 0.2104 0.093
C -0.9764 -2.8832 -2.0854 -0.666
O -1.1271 -3.3995 -3.1871 0.007
O -0.0157 -2.1780 -1.6761 -0.368
H -0.9974 -2.3007 3.8979 0.087
H -4.6884 -3.0761 1.7608 0.110
H -5.4004 -3.5925 -0.5774 0.101
H -3.6854 -3.5058 -2.4026 0.113
C 2.9344 -1.4154 -1.7002 -0.378
C 2.5576 -1.7630 -0.2637 -0.388
P 1.6815 -3.3980 -0.2530 1.125
C 3.2630 -4.3992 -0.3203 -0.333
C 3.4239 -5.1710 -1.4657 -0.113
C 4.5685 -5.9207 -1.6719 -0.106
C 5.5765 -5.9107 -0.7231 -0.117
C 5.4248 -5.1543 0.4285 -0.099
C 4.2780 -4.4085 0.6308 -0.082
C 1.3979 -3.6726 1.5326 -0.363
C 2.0097 -3.0027 2.5821 -0.119
C 1.8116 -3.4212 3.8861 -0.092
C 0.9918 -4.5030 4.1572 -0.098
C 0.3477 -5.1538 3.1181 -0.101
C 0.5537 -4.7419 1.8182 -0.117
P 1.7186 -0.3045 -2.5605 1.133
C 2.7076 -0.1957 -4.1190 -0.342
C 3.0769 1.0014 -4.7288 -0.089
C 3.7826 1.0011 -5.9194 -0.103
C 4.1274 -0.1911 -6.5331 -0.121
C 3.7242 -1.3879 -5.9634 -0.104
C 3.0069 -1.3864 -4.7828 -0.102
C 2.1694 1.3481 -1.8810 -0.384
C 3.4668 1.8203 -1.6971 -0.105
C 3.6879 3.1300 -1.3110 -0.093
C 2.6188 3.9953 -1.1370 -0.089
C 1.3245 3.5441 -1.3376 -0.092
C 1.1025 2.2221 -1.6872 -0.122
H 2.9589 -2.3348 -2.2916 0.048
H 3.9363 -0.9719 -1.7431 0.080
H 1.9074 -1.0054 0.1730 0.002
H 3.4622 -1.8377 0.3480 0.084
H 2.6269 -5.1754 -2.1978 0.096
H 4.6798 -6.5076 -2.5748 0.093
H 6.4770 -6.4922 -0.8752 0.089
H 6.2126 -5.1407 1.1713 0.094
H 4.1662 -3.8344 1.5401 0.095
H 2.6242 -2.1343 2.4115 0.091
H 2.2906 -2.8736 4.6837 0.105
H 0.8293 -4.8245 5.1773 0.097
H -0.3176 -5.9818 3.3232 0.098
H 0.0548 -5.2460 1.0007 0.099
H 2.8115 1.9423 -4.2681 0.100
H 4.0663 1.9417 -6.3737 0.094
H 4.6954 -0.1871 -7.4544 0.088
H 3.9664 -2.3254 -6.4474 0.094
H 2.6495 -2.3200 -4.3732 0.100
H 4.3130 1.1684 -1.8778 0.101
H 4.7020 3.4837 -1.1586 0.097
H 2.8043 5.0214 -0.8481 0.098
H 0.4838 4.2114 -1.2254 0.088
H 0.0884 1.8687 -1.8348 0.047
O 2.1986 -0.1268 3.8878 -0.305
S 0.8022 -0.1718 3.4955 0.506
O 0.0698 -1.2280 4.2110 -0.306
O 0.6657 -0.1646 2.0407 -0.575
C 0.0863 1.3489 4.1457 -0.241
C 0.5398 1.6763 5.4119 -0.065
C 0.0311 2.7720 6.0866 -0.081
C -0.9374 3.5441 5.4627 -0.084
C -1.3766 3.2227 4.1921 -0.082
C -0.8806 2.1074 3.5080 -0.313
P -1.5150 1.6816 1.8297 1.161
C -1.9560 3.4118 1.3629 -0.423
C -0.8985 4.2859 1.1284 -0.129
C -1.1355 5.5834 0.7171 -0.101
C -2.4333 6.0322 0.5372 -0.105
C -3.4885 5.1694 0.7641 -0.108
C -3.2537 3.8682 1.1687 -0.151
C -3.1800 1.0947 2.3276 -0.368
C -3.5584 0.8498 3.6421 -0.076
C -4.7759 0.2541 3.9221 -0.093
C -5.6338 -0.0964 2.8948 -0.115
C -5.2736 0.1653 1.5809 -0.092
C -4.0533 0.7490 1.2971 -0.108
H 1.3146 1.0556 5.8372 0.108
H 0.3761 3.0210 7.0837 0.096
H -1.3515 4.4103 5.9620 0.096
H -2.1285 3.8363 3.7158 0.108
H 0.1157 3.9326 1.2623 0.093
H -0.3054 6.2475 0.5158 0.097
H -2.6198 7.0442 0.2024 0.091
H -4.5041 5.5030 0.6000 0.097
H -4.0914 3.2030 1.3136 0.090
H -2.8889 1.0912 4.4551 0.103
H -5.0502 0.0583 4.9520 0.094
H -6.5811 -0.5703 3.1203 0.089
H -5.9486 -0.0961 0.7766 0.102
H -3.7585 0.9401 0.2712 0.073
O 2.1404 2.2149 1.6357 -0.051
H 2.0169 1.3598 2.0672 -0.013
H 1.5670 2.1795 0.8646 -0.006
S -2.6090 2.7553 -1.7483 0.586
C -2.8783 3.1733 -3.3839 -0.773
C -1.8187 3.4052 -4.2785 -0.146
C -2.0609 3.7238 -5.5958 -0.138
C -3.3605 3.8283 -6.0771 -0.158
C -4.4191 3.6323 -5.1989 -0.146
C -4.1856 3.3188 -3.8796 -0.166
H -0.8037 3.3183 -3.9115 0.079
H -1.2267 3.8936 -6.2700 0.086
H -3.5445 4.0620 -7.1203 0.073
H -5.4414 3.7237 -5.5564 0.083
H -5.0093 3.1642 -3.1939 0.077
```

The charge is -2. For the HOMO energy, the calculation gives -1.4 eV. As for the gap between HOMO and LUMO: 5.209 eV.